Molecular formula: C10H24MnN4
Method: DFT, wB97M-V/def2-TZVPD

```
! RIJCOSX wB97M-V def2-TZVPD def2/J DEFGRID3
* xyz 3 5
Mn -0.4605 -0.0605 -0.3769
C 2.1894 -1.0535 -2.1858
C 0.9908 -1.9897 -2.1790
N 0.1080 -1.9067 -0.9506
C 0.6321 -2.5597 0.2985
C -0.3799 -2.3157 1.4056
N -0.6203 -0.8308 1.5069
C -1.8242 -0.4229 2.3127
C -1.8813 1.0943 2.4379
C -2.2424 1.8236 1.1532
N -1.1994 1.7635 0.0557
C 0.0070 2.6450 0.2245
C 0.9330 2.3884 -0.9524
N 1.2180 0.9094 -1.0165
C 1.8400 0.4250 -2.2985
H 2.7790 -1.3173 -3.0671
H 2.8631 -1.2349 -1.3424
H 1.3063 -3.0312 -2.2712
H 0.3388 -1.7779 -3.0295
H -0.7393 -2.4315 -1.1966
H 1.6091 -2.1327 0.5343
H 0.7744 -3.6276 0.1221
H -0.0281 -2.7014 2.3631
H -1.3384 -2.7908 1.1866
H 0.1846 -0.4363 2.0064
H -1.7402 -0.8944 3.2937
H -2.7096 -0.8297 1.8204
H -0.9670 1.4858 2.8952
H -2.6690 1.3323 3.1568
H -2.4383 2.8808 1.3448
H -3.1539 1.4039 0.7216
H -1.6767 2.1136 -0.7831
H 0.4824 2.4103 1.1793
H -0.3051 3.6904 0.2612
H 1.8672 2.9426 -0.8562
H 0.4705 2.6766 -1.8988
H 1.9132 0.7123 -0.2880
H 2.7329 1.0263 -2.4801
H 1.1339 0.6212 -3.1078
*
```

Values from the calculation:
- Strongest force on any atom: 0.30 eV/Å
- HOMO energy (alpha / beta): -21.856 / -22.521 eV
- Frontier orbital gap (alpha / beta): 7.810 / 9.828 eV
- ⟨S²⟩: 6.104